Entry 1:
Entry from the Open Molecules 2025 dataset: C3H5NO2 as an isolated structure at a distorted geometry (wB97M-V/def2-TZVPD).

The value obtained for the highest occupied orbital energy is -9.169 eV. The relative energy (zero: lowest compared OMol25 entry of this formula, charge and spin) comes out at 104.1 kcal per mole. The calculation puts the lowest unoccupied orbital energy at 0.9 eV. Its total energy is -322.4085 Eh.

Last column: Löwdin charge in e.
Atoms and positions in Å:
O 1.790 -1.313 -0.399  0.05
C 1.611 -0.386 0.354  -0.23
C 0.408 0.527 0.274  -0.20
N -0.533 0.082 -0.725  -0.07
C -2.129 -0.277 -0.280  -0.21
O -2.332 -0.442 0.872  0.04
H 2.342 -0.142 1.151  0.12
H -0.093 0.526 1.255  0.12
H 0.770 1.549 0.092  0.13
H -0.143 -0.590 -1.387  0.11
H -1.691 0.466 -1.208  0.14

Force components x, y, z for each atom (eV/Å):
-0.1 0.4 0.4
0.0 -0.3 -0.2
0.0 0.0 0.0
0.2 0.0 -0.1
-0.5 -0.3 1.0
0.2 0.1 -0.9
-0.1 0.0 -0.1
0.1 0.0 -0.1
0.0 -0.1 0.0
-0.1 0.1 0.0
0.2 0.1 -0.1

Entry 2:
Entry from the Open Molecules 2025 dataset: one molecule with the formula C3H5NO2 at a distorted geometry (wB97M-V/def2-TZVPD).

The SMILES is NC(=O)[C@H]1CO1. The value obtained for the highest occupied orbital energy is -9.742 eV. The relative energy (zero: lowest compared OMol25 entry of this formula, charge and spin) comes out at 82.9 kcal per mole. The calculation puts the lowest unoccupied orbital energy at 0.9 eV. Its total energy is -322.4422 Eh.

Last column: Löwdin charge in e.
Atoms and positions in Å:
C -0.442 -1.087 0.152  -0.45
C -0.475 0.257 -0.736  -0.23
C -0.293 1.576 -0.002  -0.12
H 1.174 -2.256 1.045  0.12
H 1.614 -0.640 0.672  0.09
H -1.040 0.079 -1.808  0.20
H -0.450 2.607 -0.688  0.17
H -0.366 1.746 1.080  0.11
N 0.884 -1.362 0.593  0.11
O -1.222 -1.914 0.503  0.07
O 0.616 0.993 -0.809  -0.07

Force components x, y, z for each atom (eV/Å):
4.4 0.0 1.0
-4.7 -2.3 -1.2
-3.4 4.2 -3.1
-1.2 1.2 -0.6
-0.8 -0.5 -0.6
1.0 0.7 3.0
-1.0 -2.4 2.6
1.0 -0.7 -0.3
1.2 1.0 0.0
-2.7 0.2 -1.0
6.2 -1.3 0.1

Entry 3:
Entry from the Open Molecules 2025 dataset: one molecule with the formula C3H5NO2 at a distorted geometry (wB97M-V/def2-TZVPD).

The SMILES is C1=NOCOC1. The value obtained for the highest occupied orbital energy is -9.572 eV. The relative energy (zero: lowest compared OMol25 entry of this formula, charge and spin) comes out at 125.5 kcal per mole. The calculation puts the lowest unoccupied orbital energy at 0.9 eV. Its total energy is -322.3743 Eh.

Last column: Löwdin charge in e.
Atoms and positions in Å:
C -0.283 -1.298 0.007  -0.25
C 0.890 0.522 0.078  -0.12
C -0.473 1.245 -0.065  -0.14
H -0.302 -2.300 -0.260  0.11
H 0.205 -1.332 1.130  0.17
H 1.731 0.346 0.939  0.18
H 1.403 1.226 -0.605  0.11
H -0.626 2.271 -0.115  0.10
N -1.490 0.639 -0.378  -0.01
O 0.625 -0.695 -0.708  -0.09
O -1.680 -0.625 -0.024  -0.06

Force components x, y, z for each atom (eV/Å):
-0.7 -0.8 5.1
1.8 1.3 -1.6
2.9 -0.8 1.8
-1.2 -1.8 -0.9
-2.1 0.1 -1.8
-2.9 0.2 -1.4
0.5 -0.7 0.1
0.7 1.9 -0.4
-4.3 0.4 0.2
2.1 2.9 -0.4
3.1 -2.7 -0.8

Entry 4:
Entry from the Open Molecules 2025 dataset: one molecule with the formula C3H5NO2 at a distorted geometry (wB97M-V/def2-TZVPD).

The SMILES is O=CCCN=O. The value obtained for the highest occupied orbital energy is -9.757 eV. The relative energy (zero: lowest compared OMol25 entry of this formula, charge and spin) comes out at 82.8 kcal per mole. The calculation puts the lowest unoccupied orbital energy at -0.5 eV. Its total energy is -322.4424 Eh.

Last column: Löwdin charge in e.
Atoms and positions in Å:
C -0.229 -0.273 -0.616  -0.16
C 0.163 -0.167 0.844  -0.22
C -0.574 1.093 -1.136  -0.25
N 0.607 -1.494 1.354  -0.02
O 1.758 -1.457 1.801  -0.01
O -0.248 1.488 -2.251  0.05
H -1.108 -0.916 -0.739  0.13
H 0.587 -0.686 -1.220  0.13
H -1.221 1.712 -0.491  0.13
H -0.694 0.128 1.459  0.12
H 0.959 0.571 0.995  0.12

Force components x, y, z for each atom (eV/Å):
0.2 -0.1 -0.1
0.3 0.0 0.5
0.2 0.3 -2.3
2.6 0.5 0.9
-2.8 -0.2 -1.1
-0.4 -0.5 1.9
0.0 0.0 0.0
-0.2 0.1 0.1
0.1 0.1 0.1
0.0 -0.1 0.0
0.0 -0.2 0.0

Entry 5:
Entry from the Open Molecules 2025 dataset: a 2-piece molecular cluster, C3H5NO2 overall at a distorted geometry (wB97M-V/def2-TZVPD).

The value obtained for the highest occupied orbital energy is -7.881 eV. The relative energy (zero: lowest compared OMol25 entry of this formula, charge and spin) comes out at 111.9 kcal per mole. The calculation puts the lowest unoccupied orbital energy at 0.2 eV. Its total energy is -322.3961 Eh.

Last column: Löwdin charge in e.
Atoms and positions in Å:
O 2.037 -0.298 -0.228  0.07
C 0.735 -0.527 -0.116  -0.20
C -0.060 0.240 0.817  -0.43
N -1.388 0.276 0.555  -0.06
C -1.087 0.577 -1.498  -0.05
O -1.977 0.956 -2.122  0.04
H 2.492 -1.068 -0.597  0.13
H 0.310 -1.431 -0.544  0.13
H 0.299 -0.735 1.421  0.19
H 0.507 1.061 1.280  0.14
H -1.857 0.950 1.156  0.04

Force components x, y, z for each atom (eV/Å):
0.0 -0.1 -0.1
-0.1 0.0 0.2
0.2 0.0 -0.2
0.0 0.1 0.2
-1.0 0.4 -0.8
0.9 -0.4 0.7
0.0 0.1 0.0
0.1 0.1 0.0
0.0 -0.1 0.0
-0.1 -0.1 -0.1
0.0 -0.1 0.0

Entry 6:
Entry from the Open Molecules 2025 dataset: a 2-piece molecular cluster, C3H5NO2 overall (wB97M-V/def2-TZVPD).

The SMILES is [H]/N=C/C=O.C=O. The value obtained for the highest occupied orbital energy is -10.116 eV. The relative energy (zero: lowest compared OMol25 entry of this formula, charge and spin) comes out at 62.0 kcal per mole. The calculation puts the lowest unoccupied orbital energy at 0.2 eV. Its total energy is -322.4755 Eh.

Last column: Löwdin charge in e.
Atoms and positions in Å:
N 1.488 -1.560 -0.740  0.12
C 0.761 -1.028 0.152  -0.21
C -0.698 -1.380 0.148  -0.22
O -1.564 -0.537 0.098  0.04
C -0.614 2.114 -0.009  -0.16
O 0.574 2.025 0.182  -0.03
H 2.438 -1.186 -0.703  0.06
H -0.931 -2.459 0.181  0.12
H 1.070 -0.291 0.896  0.11
H -1.040 2.116 -1.029  0.09
H -1.339 2.208 0.822  0.09

Force components x, y, z for each atom (eV/Å):
-0.1 0.2 0.4
0.2 0.0 -0.2
-0.3 0.2 0.0
0.4 -0.4 0.1
0.3 0.0 0.1
-0.5 0.1 0.0
-0.1 -0.1 0.0
-0.1 0.0 -0.2
0.1 0.0 -0.2
0.0 0.0 0.1
0.1 0.0 -0.1

Entry 7:
Entry from the Open Molecules 2025 dataset: one molecule with the formula C3H5NO2 (wB97M-V/def2-TZVPD).

The SMILES is CNC(=O)C=O. The value obtained for the highest occupied orbital energy is -9.985 eV. The relative energy (zero: lowest compared OMol25 entry of this formula, charge and spin) comes out at 16.7 kcal per mole. The calculation puts the lowest unoccupied orbital energy at -0.1 eV. Its total energy is -322.5477 Eh.

Last column: Löwdin charge in e.
Atoms and positions in Å:
C -0.688 -0.875 1.321  -0.06
N -0.470 -0.125 0.107  0.02
C 0.750 0.246 -0.320  -0.48
O 1.826 0.005 0.203  0.06
C 0.687 1.061 -1.610  -0.14
O -0.352 1.359 -2.149  0.07
H 0.291 -1.090 1.754  0.09
H -1.278 -0.293 2.038  0.09
H -1.204 -1.816 1.109  0.09
H -1.244 0.180 -0.467  0.13
H 1.683 1.349 -1.987  0.13

Force components x, y, z for each atom (eV/Å):
0.0 -0.1 0.2
0.1 0.1 -0.1
-0.1 -0.1 0.2
-0.3 0.1 -0.2
-0.3 0.2 -0.3
0.6 -0.1 0.2
-0.2 0.0 0.0
0.1 -0.1 -0.1
0.1 0.1 0.1
0.1 0.0 0.1
-0.1 0.0 -0.1

Entry 8:
Entry from the Open Molecules 2025 dataset: one molecule with the formula C3H5NO2 (wB97M-V/def2-TZVPD).

The value obtained for the highest occupied orbital energy is -9.010 eV. The relative energy (zero: lowest compared OMol25 entry of this formula, charge and spin) comes out at 55.6 kcal per mole. The calculation puts the lowest unoccupied orbital energy at 0.8 eV. Its total energy is -322.4858 Eh.

Last column: Löwdin charge in e.
Atoms and positions in Å:
C -1.532 -0.200 -0.688  -0.07
N -0.988 0.449 0.507  -0.07
C 0.242 0.455 0.991  -0.06
O 1.005 -0.330 0.139  -0.06
C 2.358 -0.242 0.332  -0.34
O 2.929 0.477 1.092  0.09
H -2.584 0.079 -0.788  0.08
H -1.465 -1.288 -0.606  0.09
H -0.991 0.118 -1.582  0.08
H -1.609 1.047 1.029  0.11
H 2.848 -0.937 -0.367  0.14

Force components x, y, z for each atom (eV/Å):
0.0 -0.1 -0.1
0.3 0.2 0.3
-0.4 -0.1 -0.4
-0.1 0.2 0.2
0.5 0.2 0.3
-0.3 -0.4 -0.4
0.2 0.0 0.0
0.0 0.2 0.0
-0.1 0.0 0.1
-0.1 -0.2 0.0
-0.1 0.0 0.1

Entry 9:
Entry from the Open Molecules 2025 dataset: a 2-piece molecular cluster, C3H5NO2 overall at a distorted geometry (wB97M-V/def2-TZVPD).

The value obtained for the highest occupied orbital energy (spin up / spin down) is -7.880 / -7.876 eV. The relative energy (zero: lowest compared OMol25 entry of this formula, charge and spin) comes out at 116.3 kcal per mole. The calculation puts the lowest unoccupied orbital energy (spin up / spin down) at -0.2 / -0.2 eV. Its total energy is -322.3890 Eh.

Last column: Löwdin charge in e.
Atoms and positions in Å:
O 0.269 1.745 -0.783  0.09
C -0.103 0.882 0.126  -0.16
C -1.074 -0.170 -0.163  -0.33
N -0.267 -1.281 0.255  -0.09
C 1.594 -0.809 -0.286  -0.10
O 2.374 -1.621 -0.007  0.01
H 1.040 2.254 -0.488  0.14
H 0.253 1.001 1.146  0.14
H -1.955 -0.001 0.476  0.13
H -1.404 -0.141 -1.213  0.12
H -0.742 -1.835 0.970  0.05

Force components x, y, z for each atom (eV/Å):
0.1 -0.1 0.2
-0.1 0.2 -0.1
0.0 0.3 -0.1
-0.1 -0.3 0.1
0.9 -0.8 0.3
-0.9 0.8 -0.3
-0.1 0.0 0.0
0.0 0.0 -0.1
0.1 0.0 -0.1
0.0 0.0 0.2
0.1 0.0 -0.1

Entry 10:
Entry from the Open Molecules 2025 dataset: C3H5NO2 as an isolated structure (wB97M-V/def2-TZVPD).

The value obtained for the highest occupied orbital energy is -7.903 eV. The relative energy (zero: lowest compared OMol25 entry of this formula, charge and spin) comes out at 61.1 kcal per mole. The calculation puts the lowest unoccupied orbital energy at 0.6 eV. Its total energy is -322.4770 Eh.

Last column: Löwdin charge in e.
Atoms and positions in Å:
O 0.508 -0.148 -1.960  0.04
C 0.265 -0.056 -0.618  -0.27
C 0.902 0.667 0.554  -0.11
N -0.422 0.523 1.244  0.05
C -0.849 -0.207 0.110  -0.37
O -2.082 -0.727 0.005  0.11
H 1.307 -0.667 -2.105  0.10
H -2.121 -1.214 -0.828  0.12
H 1.704 0.137 1.084  0.11
H 1.179 1.714 0.409  0.11
H -0.389 -0.021 2.103  0.11

Force components x, y, z for each atom (eV/Å):
0.2 -0.1 0.0
-0.2 -0.1 0.3
0.3 0.2 -0.1
-0.1 -0.1 0.2
0.1 0.1 -0.1
0.0 -0.1 -0.2
-0.1 0.0 0.0
-0.1 0.1 0.1
-0.1 0.1 -0.1
-0.1 -0.1 0.0
0.0 0.0 0.0